[1]
Entry from OMol25: a cluster of 2 separate species, C21H35N2O8 in total at a distorted geometry (ωB97M-V with the def2-TZVPD basis set).

Element x y z (Å)
C -3.927 2.387 -2.977
C -3.301 1.108 -2.458
C -4.108 0.463 -1.377
O -1.929 1.355 -1.970
C -1.189 0.246 -2.025
N 0.119 0.498 -1.363
N 1.032 0.358 -2.200
C 2.042 1.371 -2.498
O 2.587 1.269 -3.575
O 2.304 2.246 -1.534
C 3.612 2.982 -1.638
C 3.922 3.404 -0.222
C 3.575 4.118 -2.611
O -1.507 -0.814 -2.508
H -4.981 2.179 -3.197
H -3.885 3.211 -2.256
H -3.461 2.718 -3.910
H -3.211 0.415 -3.302
H -5.156 0.366 -1.680
H -3.720 -0.540 -1.162
H -4.057 1.077 -0.466
H 4.329 2.227 -1.979
H 4.872 3.947 -0.173
H 3.133 4.064 0.165
H 3.993 2.536 0.444
H 4.506 4.688 -2.534
H 3.499 3.759 -3.640
H 2.756 4.814 -2.397
C -4.428 -2.343 1.122
C -3.069 -2.646 0.553
O -2.179 -1.628 1.048
C -0.900 -1.850 0.668
C 0.111 -1.019 1.296
C 1.533 -1.489 1.218
C 1.743 -2.990 1.509
C 3.182 -3.433 1.245
C 3.705 -3.018 -0.137
C 3.509 -1.528 -0.379
C 2.045 -1.187 -0.170
C -0.142 -0.090 2.379
O 0.793 0.461 2.964
O -1.420 0.116 2.744
C -1.485 0.981 3.903
C -2.935 1.104 4.279
O -0.650 -2.747 -0.138
H -5.167 -3.029 0.700
H -4.437 -2.478 2.209
H -4.733 -1.313 0.910
H -2.724 -3.637 0.885
H -3.047 -2.621 -0.546
H 2.075 -0.867 1.940
H 1.419 -3.198 2.539
H 1.065 -3.520 0.829
H 3.820 -2.996 2.024
H 3.244 -4.519 1.360
H 4.757 -3.296 -0.258
H 3.151 -3.570 -0.909
H 4.096 -0.916 0.315
H 3.793 -1.232 -1.394
H 1.411 -1.745 -0.873
H 1.870 -0.120 -0.325
H -0.904 0.541 4.730
H -1.040 1.955 3.648
H -3.043 1.845 5.071
H -3.541 1.411 3.424
H -3.328 0.159 4.661

Summary:
2S+1: 1
ΔE to the lowest compared entry with this formula, charge and spin (kcal/mol): 28.1
Strongest force on any atom (eV/A): 3.7
Total charge: -1

---

[2]
Entry from OMol25: a cluster of 2 separate species, C4H12S2 in total at a distorted geometry (ωB97M-V with the def2-TZVPD basis set).

Element x y z (Å)
C 1.436 1.482 1.140
S 2.803 0.723 0.147
C 2.892 1.931 -1.236
H 1.081 0.715 1.848
H 0.559 1.957 0.667
H 1.991 2.251 1.703
H 2.922 2.924 -0.757
H 2.008 1.885 -1.894
H 3.797 1.811 -1.855
C -3.576 -2.037 0.313
S -1.917 -1.946 1.109
C -0.744 -1.462 -0.185
H -4.355 -2.455 0.972
H -3.535 -2.639 -0.610
H -3.857 -1.004 0.047
H 0.295 -1.451 0.185
H -0.976 -0.471 -0.609
H -0.825 -2.215 -0.986

Summary:
SMILES string: CSC.CSC
2S+1: 1
ΔE to the lowest compared entry with this formula, charge and spin (kcal/mol): 16.4
Strongest force on any atom (eV/A): 1.2

---

[3]
Entry from OMol25: the ion C2H3FN3 with charge +1 at a distorted geometry (ωB97M-V with the def2-TZVPD basis set).

Element x y z (Å)
C -0.543 1.069 -0.534
C 0.305 -0.942 0.178
N 0.374 1.645 0.097
N -0.714 -0.311 -0.411
N 1.144 -0.174 0.691
F 2.032 -0.223 1.667
H -1.300 1.603 -0.942
H 0.142 -1.964 0.270
H -1.441 -0.705 -1.016

Summary:
2S+1: 1
ΔE to the lowest compared entry with this formula, charge and spin (kcal/mol): 58.9
Strongest force on any atom (eV/A): 5.5
Total charge: +1

---

[4]
Entry from OMol25: a cluster of 2 separate species, C6H13BrNO in total at a distorted geometry (ωB97M-V with the def2-TZVPD basis set).

Element x y z (Å)
C 3.541 -1.560 0.845
C 2.497 -2.064 -0.126
C 1.060 -1.720 0.232
N 0.744 -0.458 0.481
Br 0.619 -3.056 1.898
H 3.361 -0.537 1.136
H 4.531 -1.653 0.419
H 3.523 -2.165 1.739
H 2.693 -1.704 -1.129
H 2.595 -3.142 -0.168
H 0.417 -2.176 -0.516
H 1.589 0.101 0.446
C -1.575 1.781 0.015
C -2.561 2.579 -0.785
O -2.303 3.647 -1.296
C -3.941 1.968 -0.940
H -0.624 2.301 0.061
H -1.945 1.622 1.029
H -1.393 0.798 -0.421
H -4.394 1.818 0.041
H -3.863 0.994 -1.424
H -4.571 2.624 -1.536

Summary:
2S+1: 1
Total energy (eV): -80013.5018
Strongest force on any atom (eV/A): 2.8
Total charge: -1